1.
Density functional theory data (wB97M-V/def2-TZVPD) for a molecular structure, C14H29BaO10 in a non-equilibrium geometry.

Geometry as ORCA input:
```
! RIJCOSX wB97M-V def2-TZVPD def2/J DEFGRID3
* xyz -1 1
Ba 0.231 -0.013 0.704
C -4.194 -1.483 1.803
C -2.758 -0.992 1.719
O -2.367 -0.177 0.882
O -1.875 -1.517 2.425
H -4.462 -1.870 0.820
H -4.848 -0.645 2.043
H -4.182 -2.265 2.562
C 3.288 -3.217 1.699
C 2.242 -2.434 2.568
O 2.490 -1.877 3.660
O 1.089 -2.253 2.115
H 4.025 -3.572 2.418
H 3.744 -2.485 1.033
H 2.716 -4.004 1.207
C 0.064 2.892 5.051
C 0.272 1.786 4.080
O 0.773 0.755 4.507
O -0.130 1.743 2.886
H 0.998 3.035 5.595
H -0.808 2.788 5.696
H -0.020 3.728 4.356
C 0.705 3.677 0.324
O 0.141 2.559 -0.377
C -0.495 3.028 -1.560
C -0.687 1.831 -2.488
O -1.778 1.953 -3.441
C -2.046 0.850 -4.348
H 1.587 3.978 -0.242
H 1.003 3.479 1.353
H 0.126 4.599 0.290
H 0.106 3.756 -2.105
H -1.466 3.430 -1.272
H -0.813 0.876 -1.977
H 0.206 1.668 -3.093
H -1.645 -0.079 -3.943
H -1.693 1.010 -5.367
H -3.116 0.784 -4.546
C -1.123 -3.203 -0.518
O -0.474 -2.207 -1.204
C 0.775 -2.575 -1.881
C 1.344 -1.374 -2.651
O 1.323 -0.232 -1.723
C 2.444 0.700 -1.861
H -2.107 -2.824 -0.243
H -0.549 -3.374 0.393
H -1.135 -4.126 -1.099
H 0.593 -3.303 -2.672
H 1.487 -3.022 -1.188
H 0.624 -1.088 -3.418
H 2.222 -1.680 -3.220
H 2.220 1.519 -1.178
H 2.450 1.040 -2.897
H 3.484 0.429 -1.676
*
```

Values from the calculation:
Kohn-Sham gap = 5.5023 eV
HOMO = -0.138 Eh
E_LUMO = 0.0643 Eh

These are the Löwdin partial charges, in e, on atoms 1 to 5:
1 Ba 2.07
2 C -0.02
3 C -0.83
4 O -0.26
5 O -0.07



2.
Density functional theory data (wB97M-V/def2-TZVPD) for a molecular structure, C14H29CaFO3S in a non-equilibrium geometry.

Geometry as ORCA input:
```
! RIJCOSX wB97M-V def2-TZVPD def2/J DEFGRID3
* xyz 2 1
C 1.443 3.436 -0.166
C 1.501 2.755 -1.532
C 0.170 2.712 -2.278
C -0.962 2.187 -1.399
C -2.366 2.104 -2.032
C -2.860 0.651 -2.186
C -3.746 0.212 -0.993
C -3.414 -1.139 -0.340
C -1.978 -1.110 0.191
C -1.015 -2.265 -0.083
C 0.062 -2.224 0.991
C 1.313 -3.061 0.776
C 2.157 -3.084 2.057
C 3.586 -2.644 1.816
O 3.525 -1.203 1.596
S 4.260 -0.214 2.623
O 4.370 1.050 1.969
O 2.768 -0.165 3.513
F 2.882 0.928 4.409
H 1.066 2.761 0.623
H 0.811 4.324 -0.180
H 2.433 3.736 0.164
H 2.225 3.268 -2.160
H 1.882 1.735 -1.423
H -0.113 3.692 -2.662
H 0.267 2.035 -3.127
H -0.598 1.165 -1.141
H -0.961 2.817 -0.485
H -3.085 2.654 -1.424
H -2.327 2.614 -2.992
H -3.415 0.527 -3.111
H -1.984 0.001 -2.281
H -3.656 0.975 -0.186
H -4.790 0.236 -1.297
H -3.578 -1.993 -0.992
H -4.087 -1.255 0.509
H -1.975 -1.003 1.301
H -1.469 -0.242 -0.235
H -0.556 -2.098 -1.061
H -1.549 -3.211 -0.140
H -0.384 -2.470 1.960
H 0.407 -1.165 1.067
H 1.038 -4.062 0.444
H 1.905 -2.602 -0.018
H 1.748 -2.333 2.736
H 2.115 -4.035 2.582
H 4.227 -2.903 2.657
H 4.013 -3.059 0.906
Ca -1.306 0.966 1.032
*
```

Values from the calculation:
Kohn-Sham gap = 7.3445 eV
HOMO = -0.576 Eh
E_LUMO = -0.3060 Eh

These are the Löwdin partial charges, in e, on atoms 1 to 5:
1 C -0.09
2 C -0.23
3 C -0.19
4 C -0.29
5 C -0.16



Copy entry 2 word for word.
Density functional theory data (wB97M-V/def2-TZVPD) for a molecular structure, C14H29CaFO3S in a non-equilibrium geometry.

Geometry as ORCA input:
```
! RIJCOSX wB97M-V def2-TZVPD def2/J DEFGRID3
* xyz 2 1
C 1.443 3.436 -0.166
C 1.501 2.755 -1.532
C 0.170 2.712 -2.278
C -0.962 2.187 -1.399
C -2.366 2.104 -2.032
C -2.860 0.651 -2.186
C -3.746 0.212 -0.993
C -3.414 -1.139 -0.340
C -1.978 -1.110 0.191
C -1.015 -2.265 -0.083
C 0.062 -2.224 0.991
C 1.313 -3.061 0.776
C 2.157 -3.084 2.057
C 3.586 -2.644 1.816
O 3.525 -1.203 1.596
S 4.260 -0.214 2.623
O 4.370 1.050 1.969
O 2.768 -0.165 3.513
F 2.882 0.928 4.409
H 1.066 2.761 0.623
H 0.811 4.324 -0.180
H 2.433 3.736 0.164
H 2.225 3.268 -2.160
H 1.882 1.735 -1.423
H -0.113 3.692 -2.662
H 0.267 2.035 -3.127
H -0.598 1.165 -1.141
H -0.961 2.817 -0.485
H -3.085 2.654 -1.424
H -2.327 2.614 -2.992
H -3.415 0.527 -3.111
H -1.984 0.001 -2.281
H -3.656 0.975 -0.186
H -4.790 0.236 -1.297
H -3.578 -1.993 -0.992
H -4.087 -1.255 0.509
H -1.975 -1.003 1.301
H -1.469 -0.242 -0.235
H -0.556 -2.098 -1.061
H -1.549 -3.211 -0.140
H -0.384 -2.470 1.960
H 0.407 -1.165 1.067
H 1.038 -4.062 0.444
H 1.905 -2.602 -0.018
H 1.748 -2.333 2.736
H 2.115 -4.035 2.582
H 4.227 -2.903 2.657
H 4.013 -3.059 0.906
Ca -1.306 0.966 1.032
*
```

Values from the calculation:
Kohn-Sham gap = 7.3445 eV
HOMO = -0.576 Eh
E_LUMO = -0.3060 Eh

These are the Löwdin partial charges, in e, on atoms 1 to 5:
1 C -0.09
2 C -0.23
3 C -0.19
4 C -0.29
5 C -0.16



Question: Which of these has the lowest Kohn-Sham gap?
Answer: C14H29BaO10



Question: Which of these has the lowest Kohn-Sham gap?
Answer: C14H29BaO10



Please write out number 2 again, unchanged.
Density functional theory data (wB97M-V/def2-TZVPD) for a molecular structure, C14H29CaFO3S in a non-equilibrium geometry.

Geometry as ORCA input:
```
! RIJCOSX wB97M-V def2-TZVPD def2/J DEFGRID3
* xyz 2 1
C 1.443 3.436 -0.166
C 1.501 2.755 -1.532
C 0.170 2.712 -2.278
C -0.962 2.187 -1.399
C -2.366 2.104 -2.032
C -2.860 0.651 -2.186
C -3.746 0.212 -0.993
C -3.414 -1.139 -0.340
C -1.978 -1.110 0.191
C -1.015 -2.265 -0.083
C 0.062 -2.224 0.991
C 1.313 -3.061 0.776
C 2.157 -3.084 2.057
C 3.586 -2.644 1.816
O 3.525 -1.203 1.596
S 4.260 -0.214 2.623
O 4.370 1.050 1.969
O 2.768 -0.165 3.513
F 2.882 0.928 4.409
H 1.066 2.761 0.623
H 0.811 4.324 -0.180
H 2.433 3.736 0.164
H 2.225 3.268 -2.160
H 1.882 1.735 -1.423
H -0.113 3.692 -2.662
H 0.267 2.035 -3.127
H -0.598 1.165 -1.141
H -0.961 2.817 -0.485
H -3.085 2.654 -1.424
H -2.327 2.614 -2.992
H -3.415 0.527 -3.111
H -1.984 0.001 -2.281
H -3.656 0.975 -0.186
H -4.790 0.236 -1.297
H -3.578 -1.993 -0.992
H -4.087 -1.255 0.509
H -1.975 -1.003 1.301
H -1.469 -0.242 -0.235
H -0.556 -2.098 -1.061
H -1.549 -3.211 -0.140
H -0.384 -2.470 1.960
H 0.407 -1.165 1.067
H 1.038 -4.062 0.444
H 1.905 -2.602 -0.018
H 1.748 -2.333 2.736
H 2.115 -4.035 2.582
H 4.227 -2.903 2.657
H 4.013 -3.059 0.906
Ca -1.306 0.966 1.032
*
```

Values from the calculation:
Kohn-Sham gap = 7.3445 eV
HOMO = -0.576 Eh
E_LUMO = -0.3060 Eh

These are the Löwdin partial charges, in e, on atoms 1 to 5:
1 C -0.09
2 C -0.23
3 C -0.19
4 C -0.29
5 C -0.16